15
Properties=species:S:1:pos:R:3:forces:R:3:lowdin_charge:R:1 method="wB97M-V/def2-TZVPD" homo_energy_ev=-8.7 energy_ev=-10426.8280 homo_lumo_gap_ev=9.6 relative_energy_ev=0.742
H 0.515 -1.235 1.998 0.2 0.0 0.5 0.0209
N -0.001 -0.694 2.707 -0.4 0.7 -1.1 0.0486
C -0.341 0.385 2.100 -0.5 -0.3 0.6 -0.3099
N 0.124 0.797 0.847 -0.9 0.4 0.8 -0.0627
N 0.943 -0.118 0.203 0.9 0.1 -0.1 -0.0884
C 0.649 -0.267 -1.224 1.1 0.8 0.9 -0.1993
C -0.781 -0.310 -1.528 -2.2 0.0 -1.6 -0.1834
F -1.386 0.981 -1.580 0.5 -0.2 0.1 -0.0969
H -1.047 1.076 2.608 0.6 -0.2 -0.5 0.1110
H -0.424 1.386 0.229 -0.1 0.1 0.6 0.1121
H 1.877 0.273 0.309 0.1 -0.5 -0.2 0.1259
H 1.027 -1.242 -1.467 0.5 -0.4 -0.6 0.1157
H 1.170 0.540 -1.795 -0.5 -0.7 -0.1 0.1392
H -0.892 -0.698 -2.572 -0.1 0.1 0.9 0.1311
H -1.433 -0.876 -0.836 0.7 0.0 -0.2 0.1361

26
Properties=species:S:1:pos:R:3:forces:R:3:lowdin_charge:R:1 method="wB97M-V/def2-TZVPD" homo_energy_ev=-19.6 energy_ev=-13998.4893 homo_lumo_gap_ev=10.5 relative_energy_ev=4.788 total_charge=+2
C -1.288 -0.817 -0.829 -2.3 2.0 3.5 -0.3932
C 0.561 -0.978 0.799 -0.5 2.5 0.9 0.0267
C 1.040 -1.201 -0.636 -0.3 1.1 0.1 -0.1282
C 1.598 0.135 -1.140 -3.3 -1.1 0.2 0.0073
C 1.449 0.496 -2.516 -0.3 0.7 -4.3 -0.0564
C -0.820 0.738 2.737 1.7 2.7 -2.9 -0.0373
C -1.522 0.149 1.510 -0.8 3.4 1.5 -0.1242
N -0.270 -1.425 -1.308 1.4 -2.2 -1.9 0.1885
N -0.019 1.075 -0.306 2.4 0.4 2.1 0.2241
N -0.531 -0.030 0.434 -1.8 -0.6 -1.5 -0.2174
O -2.447 -0.593 -0.849 0.8 -0.8 -1.4 0.2425
H -0.099 -1.693 1.262 1.0 -1.3 0.2 0.1601
H 1.119 -0.366 1.584 0.3 -1.5 -1.2 0.1810
H 1.859 -1.896 -0.803 -0.4 -0.8 0.0 0.1943
H 2.417 0.504 -0.619 1.3 1.0 1.2 0.1366
H 0.730 -0.121 -3.220 0.7 1.3 2.0 0.1420
H 2.405 0.191 -3.119 -1.0 1.3 1.3 0.1685
H 1.176 1.649 -2.588 1.2 -2.3 -0.4 0.1613
H -1.490 1.246 3.301 -2.6 1.8 1.5 0.0585
H -0.379 0.180 3.479 1.3 -2.3 1.0 0.0717
H -0.071 1.588 2.497 -1.0 -1.3 0.1 0.1249
H -2.512 0.720 1.241 2.4 -0.7 -0.1 0.1984
H -1.897 -0.757 1.851 -0.5 -2.3 -0.2 0.1206
H -0.527 -2.037 -2.070 0.9 -0.5 -0.4 0.2069
H 0.160 1.878 0.341 0.1 -0.6 -0.6 0.1886
H -0.640 1.366 -1.032 -0.8 0.3 -0.6 0.1542

17
Properties=species:S:1:pos:R:3:forces:R:3:lowdin_charge:R:1 method="wB97M-V/def2-TZVPD" homo_energy_ev=-8.4 energy_ev=-9438.4795 homo_lumo_gap_ev=9.1 relative_energy_ev=4.564
O -0.874 -2.410 -0.113 -0.1 -0.3 -0.1 -0.0524
C -1.274 -1.133 -0.564 -0.1 0.4 -0.1 -0.2569
C -0.411 -0.109 0.151 0.0 0.1 0.0 -0.2935
C 1.091 -0.240 -0.151 0.1 0.0 0.0 -0.1685
C 1.654 1.160 -0.269 -0.4 -0.1 -0.1 -0.0754
O 0.631 1.965 -0.336 0.3 -0.1 0.0 -0.0978
C -0.687 1.321 -0.293 -0.2 -0.1 0.0 -0.1049
H -1.409 -3.074 -0.564 0.1 0.0 0.1 0.0925
H -1.126 -1.026 -1.653 0.0 -0.1 0.2 0.1275
H -2.340 -0.952 -0.353 0.2 -0.1 0.0 0.1266
H -0.580 -0.211 1.230 0.0 0.0 -0.1 0.1505
H 1.646 -0.837 0.578 0.0 0.1 -0.1 0.1126
H 1.272 -0.712 -1.130 0.0 0.1 0.1 0.1267
H 2.482 1.539 1.833 0.0 0.0 0.2 0.0052
H 2.330 1.424 2.556 0.0 0.0 0.0 0.0502
H -1.095 1.387 -1.308 0.0 0.0 0.1 0.1294
H -1.308 1.909 0.385 0.1 -0.1 -0.1 0.1281

88
Properties=species:S:1:pos:R:3:forces:R:3:lowdin_charge:R:1 method="wB97M-V/def2-TZVPD" homo_energy_ev=-7.3 energy_ev=-57380.2618 homo_lumo_gap_ev=6.5
C -3.124 -2.741 1.732 -1.4 -0.9 0.0 -0.0375
C -2.078 -3.351 0.903 -0.8 0.0 1.2 -0.0927
N -1.146 -3.762 0.357 -4.9 -3.4 5.1 0.1113
H -2.964 -1.686 1.953 -0.7 -1.3 -0.8 0.0110
H -3.241 -3.197 2.715 0.5 -0.6 0.0 0.0982
H -4.137 -2.858 1.349 0.1 0.0 -0.6 0.1144
C -3.723 0.304 -0.538 -5.8 2.0 4.9 -0.0936
C -3.701 0.753 0.878 -2.3 1.4 1.6 -0.2350
N -3.703 1.154 1.994 -0.2 -0.7 -3.5 0.1178
H -3.640 1.199 -1.155 0.0 -0.3 0.1 0.1078
H -4.592 -0.279 -0.843 -0.6 0.3 0.5 0.0984
H -2.862 -0.334 -0.738 -3.1 0.3 1.7 -0.1063
C -0.373 -2.963 -1.211 4.2 -3.8 -3.2 -0.2889
C 0.692 -3.569 -0.428 3.6 -1.0 0.6 -0.3036
N 1.567 -4.049 0.196 -1.6 1.5 -1.6 0.1347
H -0.910 -3.800 -1.656 0.2 0.1 -0.8 0.1364
H 0.036 -2.307 -1.979 0.9 -1.3 0.2 0.0348
H -1.099 -2.445 -0.584 1.6 -2.2 -1.4 -0.0565
C -1.385 -0.395 1.034 -2.8 5.9 -6.4 -0.2533
S -1.113 -0.870 -0.714 -2.1 8.7 5.7 1.0775
O -2.085 -0.071 -1.589 5.0 2.9 2.0 -0.5277
C 0.530 -0.035 -1.081 -7.2 -3.5 6.4 -0.2584
H -1.353 0.690 1.128 -0.8 -0.6 -0.6 0.0574
H -0.645 -0.905 1.651 0.6 4.7 -3.7 -0.1164
H -2.364 -0.770 1.331 1.3 0.9 -1.1 -0.0005
H 1.382 -0.518 -0.603 -4.0 -2.8 3.5 0.1179
H 0.549 1.018 -0.800 -0.5 -1.3 -0.1 0.0691
H 0.618 -0.167 -2.159 -5.5 -4.3 5.0 -0.0401
C 1.035 2.950 -1.928 -0.5 -0.2 -0.5 -0.0159
C 2.307 3.223 -1.206 2.8 2.9 -0.7 -0.4148
O 3.100 4.083 -1.648 -1.9 -1.9 1.2 0.0584
C 2.601 2.472 0.086 -0.2 1.2 -1.7 -0.0577
H 1.205 2.676 -2.969 0.1 -0.2 0.0 0.1004
H 0.380 3.820 -1.897 0.5 -0.2 -0.5 0.1072
H 0.511 2.200 -1.336 -0.2 1.1 -1.2 0.0518
H 3.549 2.734 0.556 0.1 0.2 -0.8 0.1271
H 2.565 1.394 -0.073 0.2 0.4 -0.2 0.0854
H 1.801 2.687 0.795 0.6 0.6 -1.2 0.0456
C 1.990 0.060 -2.294 8.0 3.2 -5.1 -0.0916
C 3.079 1.011 -2.642 4.3 0.3 -0.4 -0.4139
O 3.937 1.359 -1.819 -1.4 -1.1 -1.3 0.0582
C 3.266 1.376 -4.111 -1.7 0.2 0.4 0.0097
H 1.834 0.007 -1.217 5.7 2.4 -3.3 0.0067
H 2.297 -0.937 -2.612 -0.5 -0.2 -0.2 0.1785
H 1.005 0.379 -2.635 5.0 3.8 -5.6 0.0652
H 2.349 0.952 -4.520 0.3 -0.1 -1.0 0.0734
H 4.170 1.012 -4.599 -0.1 -0.2 0.4 0.0938
H 3.183 2.450 -4.276 0.3 0.1 0.2 0.0893
C 1.690 -1.252 2.458 0.9 -0.2 0.8 0.0391
C 1.671 0.144 1.947 2.5 -3.4 2.6 -0.3668
O 0.728 0.554 1.334 4.6 -14.3 -1.2 -0.1747
C 2.793 1.104 2.274 -0.6 0.0 -0.2 0.0129
H 0.793 -1.495 3.027 1.3 0.5 0.1 0.0555
H 2.561 -1.464 3.079 0.2 0.0 -0.3 0.1040
H 1.601 -1.943 1.620 0.4 -0.2 0.0 0.0775
H 3.749 0.719 1.918 0.0 -0.1 0.3 0.1265
H 2.807 1.468 3.301 0.1 -0.6 0.3 0.1228
H 2.505 1.943 1.641 1.4 -0.7 2.1 -0.0018
C -0.757 -2.460 4.521 1.2 -0.8 -1.2 0.0194
C -1.289 -1.666 3.326 0.9 -0.2 2.0 -0.3416
O -0.747 -1.791 2.208 -0.8 -11.2 10.1 -0.0894
C -2.442 -0.728 3.624 0.9 0.2 -0.4 -0.0187
H 0.130 -3.002 4.192 0.4 0.2 -0.2 0.0866
H -1.381 -3.343 4.656 -0.7 0.4 0.5 0.0997
H -0.455 -1.961 5.442 -0.8 0.3 0.0 0.0973
H -3.348 -1.334 3.632 -0.1 0.6 0.6 0.1038
H -2.494 0.014 2.828 -0.4 -0.3 0.5 0.0101
H -2.339 -0.099 4.509 0.2 -0.7 0.5 0.1146
C 0.111 2.132 1.397 -3.8 10.5 0.4 -0.1551
C 0.099 3.637 1.173 -1.9 -1.5 1.1 -0.4172
O 0.186 4.008 0.029 -0.3 1.8 1.0 0.0336
C -0.172 4.527 2.355 0.3 0.8 -0.4 0.0029
H -0.654 1.933 2.148 -0.2 -0.1 -0.2 0.1391
H 1.005 1.643 1.784 -0.5 6.3 1.4 0.0130
H 0.005 1.670 0.415 -1.5 2.5 0.2 0.0890
H 0.433 4.341 3.242 0.2 -0.1 -0.2 0.0822
H -1.205 4.394 2.676 -0.1 0.0 -0.2 0.0900
H -0.028 5.540 1.981 -0.1 0.2 0.4 0.0854
C -0.213 -2.799 -4.540 0.8 0.2 -0.1 -0.0126
C -0.940 -1.455 -4.466 0.9 -1.2 0.4 -0.4253
O -1.414 -0.958 -5.455 -0.1 0.3 -0.1 0.0796
C -1.074 -0.798 -3.093 1.2 -1.4 -7.5 -0.1107
H 0.683 -2.832 -3.920 -0.2 0.2 0.7 0.0628
H 0.254 -3.005 -5.503 -0.9 -0.1 -0.4 0.0824
H -0.877 -3.586 -4.184 0.0 -0.2 -0.3 0.0862
H -0.762 -1.363 -2.215 -0.2 -0.2 -3.4 -0.0428
H -2.092 -0.451 -2.917 0.6 -0.9 -2.8 0.0967
H -0.418 0.059 -3.244 -0.9 0.4 -0.2 0.1110

16
Properties=species:S:1:pos:R:3:forces:R:3:lowdin_charge:R:1 method="wB97M-V/def2-TZVPD" homo_energy_ev=-14.3 energy_ev=-10322.4126 homo_lumo_gap_ev=10.7 smiles="C[C@@H](OO)C(N)=[NH2+]" relative_energy_ev=4.439 total_charge=+1
C -0.840 1.662 0.051 -0.3 0.6 -2.7 0.0074
C -0.583 0.204 0.487 -0.9 1.0 -2.5 -0.2800
O -1.659 -0.515 -0.089 -1.2 0.8 -0.1 -0.0716
O -1.295 -1.853 0.066 1.9 -1.7 1.1 -0.0133
C 0.644 -0.511 -0.035 -1.3 1.5 -1.0 -0.3427
N 1.537 -0.886 0.805 0.5 -0.5 1.1 0.2680
N 0.776 -0.664 -1.326 1.2 -0.9 -1.4 0.2479
H -1.930 1.917 -0.297 2.1 -0.9 0.8 0.1490
H -0.124 1.996 -0.734 -0.8 -0.9 -0.5 0.0942
H -0.503 2.420 0.697 -0.2 0.5 2.0 0.0621
H -0.525 0.253 1.520 -0.4 -0.8 2.3 0.1277
H -1.958 -2.494 -0.200 -1.2 0.7 -0.3 0.1330
H 2.213 -1.529 0.440 0.7 -0.2 0.6 0.1499
H 1.317 -0.840 1.803 0.5 -0.1 -0.6 0.1682
H 1.532 -1.184 -1.763 0.4 0.1 0.8 0.1532
H 0.052 -0.688 -2.015 -1.2 0.8 0.4 0.1469

13
Properties=species:S:1:pos:R:3:forces:R:3:lowdin_charge:R:1 method="wB97M-V/def2-TZVPD" homo_energy_ev="-7.0 / -7.4" energy_ev=-6783.0264 homo_lumo_gap_ev="7.8 / 7.9" relative_energy_ev=5.486
C 1.289 -0.417 1.194 0.3 -1.1 0.7 -0.1090
C -0.573 0.749 -0.580 1.4 -1.8 0.6 -0.1686
C -0.762 -0.746 -0.025 -0.7 1.5 -1.5 -0.0860
C 0.840 0.404 -0.833 -0.6 -1.0 -0.8 -0.0770
C 0.810 -0.869 -0.160 -1.4 -0.7 0.7 -0.3292
N 1.189 0.627 1.807 -0.3 1.6 3.2 0.0764
H -1.163 0.759 -1.413 -1.4 0.5 -2.7 0.0624
H -0.746 1.667 -0.101 -0.4 1.0 1.6 0.0868
H -1.303 -0.725 0.925 0.5 -0.8 0.0 0.0997
H -1.322 -1.279 -0.872 0.9 0.3 1.6 0.1275
H 1.693 0.927 -1.123 1.1 1.0 -0.4 0.0862
H 1.192 -1.834 -0.448 0.4 0.0 -0.3 0.1166
H 1.271 0.655 2.900 0.2 -0.4 -2.7 0.1143